No. 1
Computed, not measured: C75H164F9N2O8P4S3 as an isolated structure, with the ωB97M-V functional and the def2-TZVPD basis.

## Properties
HOMO-LUMO gap: 10.30 eV

Structure (ORCA input):
```
! wB97M-V def2-TZVPD RIJCOSX def2/J DEFGRID3
* xyz 3 1
S -1.8845 1.6242 -5.0775
S -2.2125 0.4735 -2.6444
S 2.6595 -0.4955 2.0766
P -6.5804 3.7123 -5.0433
P 1.1485 -2.0972 6.7028
P -1.0278 -3.7132 -3.5768
P 3.4236 3.9370 2.1614
F 0.7498 2.2872 -5.4268
F -1.9656 1.3210 -0.3278
F 0.8805 -1.4183 0.5141
F -0.5685 2.5168 -7.1339
F -0.0127 -0.3328 2.2301
F -2.2644 2.9483 -1.7630
F -0.3300 2.0542 -1.4905
F 0.8217 0.7813 0.6575
F 0.0896 0.5036 -6.5072
O -1.9110 2.9821 -4.6366
O 2.4931 0.4359 3.1883
O -2.9372 1.1428 -5.9202
O 7.0317 -3.2721 1.7637
O -1.8279 -0.7779 -2.1208
O 2.6889 -1.9304 2.4826
O -3.6351 0.7598 -2.7218
O 3.6637 -0.0219 1.1336
N -1.4445 0.6139 -4.0072
N 6.0965 -2.1426 -0.9411
C -0.4125 -1.0819 10.3771
C -3.4597 -1.1874 5.7403
C 2.6651 4.0051 -0.5617
C 5.0891 6.0225 1.3397
C -0.3346 1.7001 -6.1077
C 5.5666 0.3405 -1.3591
C 6.6698 1.8751 3.8336
C 2.9250 1.7167 6.4441
C -2.7118 -3.4158 -4.1827
C -1.0994 -1.6410 4.9585
C -0.8219 4.1709 2.8419
C 2.2578 -0.3221 -3.1736
C 4.8388 -4.0184 -2.2112
C 0.5229 -6.1565 -3.7538
C 4.0120 3.6108 -2.6690
C 0.7450 -7.3422 -4.6880
C 0.4806 4.0596 2.0536
C -0.3113 -8.4341 -4.5357
C 3.5591 3.2598 0.4819
C 5.2001 -2.3110 0.2994
C 5.5773 7.4530 1.7790
C -2.3204 -2.2342 5.6971
C -1.0332 2.9940 3.7459
C 1.1042 -6.9835 8.8457
C -0.5843 -5.2877 -4.3150
C 7.4177 -4.4111 2.5246
C -1.6317 1.7651 -1.5204
C -4.7637 5.6913 -4.4399
C 1.4926 -2.6989 -3.6950
C 7.7730 0.9978 3.3718
C 0.0681 -1.6004 8.0572
C -3.7628 -4.5237 -4.2115
C -7.2118 5.3841 -7.1986
C -8.3045 6.1790 -7.8179
C -5.6714 -1.3602 -5.4273
C -1.1564 -2.3417 10.8669
C -8.7557 2.7056 -1.5159
C 5.7938 2.4506 2.7245
C -6.8994 2.2052 -5.9413
C 0.7612 -1.3227 9.3779
C 1.9791 -5.9156 8.1297
C -8.0267 6.5509 -9.2645
C 5.7170 -3.3978 1.2483
C 1.7610 3.5717 2.8188
C 0.0837 -2.3692 -4.1356
C -3.8667 -5.2973 -5.5157
C 6.1848 -3.4544 -1.7615
C -8.4521 3.1507 -2.9852
C 5.4703 -1.0723 -1.8311
C -7.6382 5.0194 -5.7972
C 3.7199 5.7315 2.0483
C 6.1332 7.4851 3.2833
C 2.6867 3.3099 -1.9599
C 1.9348 -3.5991 7.3072
C -4.8987 -6.3635 -5.5800
C 1.8578 0.6395 6.3386
C -4.1738 5.8518 -3.0147
C 2.4637 -1.5380 -3.9694
C -6.5019 0.9416 -5.1390
C 2.4180 -0.7894 6.5031
C -3.9706 7.3481 -2.6742
C 0.0183 -5.6630 0.6140
C 0.9516 -0.3494 1.3334
C 2.3715 3.1330 6.3440
C 7.5393 -1.8522 -0.6560
C -6.9775 3.4878 -3.2643
C -0.9117 -4.0326 -1.8057
C -6.1614 -0.1569 -6.1615
C 0.1504 -2.4699 5.1199
C -1.8337 -4.9277 -1.0816
C -4.8382 4.2149 -4.9637
C 1.0709 -4.7550 7.6286
C -1.3934 -5.2261 0.3414
C 4.5940 3.1729 3.3609
C -8.2328 1.3106 -1.2860
H -0.0998 -9.0643 -3.6302
H -5.8319 6.1091 -4.4343
H -9.8588 2.8200 -1.3768
H 3.0024 -0.8701 7.4601
H 1.4596 0.6050 5.2808
H -2.4156 -2.9140 -5.0984
H 0.3301 -6.5245 -0.0306
H 5.2455 -1.3337 0.7622
H 1.8859 3.6496 -2.6300
H 1.4929 -0.4665 9.5149
H 2.9942 5.0151 -0.7179
H -8.5827 4.5511 -5.7679
H -6.6618 4.4028 -2.7137
H 0.8895 -2.3088 4.3032
H 2.7234 -5.4501 8.7854
H 1.2296 0.0571 -3.3658
H -1.0037 -0.6772 5.4912
H 1.6858 3.2449 5.4743
H 3.4835 -1.9873 -3.8291
H 4.3078 -3.4285 -2.9194
H 1.6263 4.0841 3.7768
H -6.3811 2.2402 -6.9129
H -1.2764 -1.2197 3.9660
H 2.2834 -0.6493 -2.1383
H -4.7199 5.4124 -2.2696
H -9.2028 5.5900 -7.7896
H -7.3560 0.6477 -4.5696
H 8.5511 1.6445 2.9130
H -0.6246 -2.6990 11.7802
H -0.7349 -3.0341 -1.3467
H -2.8868 -5.6221 -5.7906
H -0.7426 2.0143 3.3044
H -9.0916 4.0082 -3.2736
H -7.7652 5.8094 -5.0657
H 3.1573 3.8843 6.1849
H 1.4253 -5.5628 -3.6626
H -8.2003 3.3588 -0.8077
H 6.7645 -4.1549 -1.1266
H 1.3004 -2.2284 9.6290
H -1.1427 -3.1569 10.2315
H -7.0735 7.0865 -9.4818
H -0.5135 -5.1594 -5.3485
H 6.0611 1.2512 4.5199
H -5.6379 1.0036 -4.4431
H -1.8275 -5.9192 -1.5892
H 4.6657 0.8930 -1.6704
H -3.0921 -0.1468 5.9488
H -0.1434 -9.1619 -5.3411
H -5.8859 -6.0180 -5.3758
H 0.7333 5.0593 1.6564
H 6.9620 -4.4129 3.4595
H -2.0784 -2.3526 6.7404
H 0.3342 3.4599 1.1335
H -4.7045 -4.0698 -3.9091
H 7.1061 6.9739 3.3347
H -8.6536 0.8468 -0.4291
H 6.3004 8.4967 3.6070
H 1.8517 -3.6065 -4.1713
H 4.2098 -2.5732 0.0535
H 4.4573 -1.3621 -1.8772
H -2.8297 -4.5771 -1.1693
H 0.7090 -4.8254 0.5682
H -3.5359 -5.2929 -3.4859
H 4.7688 8.1733 1.6394
H -4.9037 -6.7869 -6.6561
H -6.2778 2.6995 -2.8898
H -0.2656 -1.3963 -3.7069
H -0.5456 -0.6963 7.7188
H 7.9590 -2.6937 -0.1238
H 7.8913 -1.7512 -1.7080
H 8.4981 -4.1849 2.7245
H 4.1234 -4.1537 -1.3859
H 1.4845 -7.9980 8.6706
H 5.0400 -3.2951 2.0911
H 1.6957 4.0192 -0.2542
H 2.6305 2.2576 -1.8023
H 1.8689 2.4974 3.0359
H -7.0618 -0.3684 -6.7724
H 0.2378 -6.5087 -2.7360
H 3.9820 3.2334 -3.7361
H 6.3469 3.1465 2.0145
H -8.5711 0.7293 -2.1476
H 2.9728 0.4889 -3.4584
H 0.7605 -7.0401 -5.7310
H 1.7914 -7.8235 -4.4343
H -3.0439 -2.5946 -3.5942
H -5.0353 -2.0168 -6.0358
H -2.2442 -2.1346 11.0242
H -1.2303 -0.4660 9.9556
H 6.7639 -3.2461 -2.6546
H 0.0507 -5.9638 1.6573
H 6.4312 0.8856 -1.7426
H 3.6518 1.6667 5.6953
H -3.2612 5.3303 -3.0640
H 4.6568 3.2901 0.1882
H 7.6056 -0.9764 -0.0507
H -2.0970 2.7771 4.0221
H -6.9896 4.4926 -7.6910
H -2.0829 -5.8864 0.6774
H 5.5861 -4.4957 0.9766
H -2.6442 -3.1455 5.2166
H 4.0368 2.4636 3.9811
H 4.0662 4.6520 -2.9798
H 2.3665 -1.3206 -5.0336
H 0.0659 -0.6512 11.2823
H 7.4146 -5.3444 1.9620
H 2.4928 -3.2907 8.1505
H -3.2367 7.8225 -3.3068
H 0.3298 -4.4172 8.3942
H 5.8792 5.3600 1.7267
H -8.7379 2.3320 -3.6311
H -1.3447 -8.1521 -4.5263
H 3.2419 2.2151 0.5270
H -4.0905 -4.6024 -6.2820
H -1.7682 4.1817 2.2468
H -8.0183 5.5546 -9.8115
H 8.2958 0.5658 4.2644
H -0.6422 -2.3710 8.1920
H 6.3565 7.7055 1.0790
H -8.4897 7.1437 -7.3037
H 5.0258 -4.9835 -2.6249
H -7.9474 2.2098 -6.2470
H -4.7027 -7.2409 -4.9466
H -7.1723 1.1938 -1.2907
H 3.5529 6.1329 3.0215
H 2.4872 -6.3249 7.2712
H -5.3967 0.2321 -6.8649
H 0.0747 -6.9461 8.5411
H -4.2664 4.1083 -5.9282
H -4.2799 3.4746 -4.2779
H 1.5408 -2.8637 -2.6188
H 7.0513 2.7287 4.4131
H 4.9156 3.2998 -2.1229
H -6.4700 -1.9968 -5.0638
H -4.9711 7.8525 -2.7728
H 0.1044 -4.5016 -1.7388
H -1.4306 -5.9759 -4.1109
H -3.6350 7.5661 -1.6868
H 1.0374 0.8402 7.0120
H -0.0915 -3.5858 5.1956
H -4.2943 6.3597 -5.1768
H 5.5332 0.4733 -0.2938
H 1.1269 -6.7932 9.8981
H -0.5104 3.0821 4.7075
H 0.5305 -5.1178 6.7961
H -6.2860 5.9684 -7.1436
H 3.4521 1.5291 7.3802
H 2.9332 6.2257 1.3973
H 5.5077 6.9920 4.0252
H 7.4325 0.2599 2.6159
H -4.0586 -1.0307 4.8526
H 5.9757 -1.0975 -2.7756
H 2.7123 -3.8390 6.5517
H 4.8783 3.9955 4.0016
H 1.8687 3.4102 7.2521
H -0.8016 5.1354 3.4100
H 3.0025 -1.0889 5.6568
H -4.3230 -1.3455 6.4166
H -1.6311 -4.3415 0.9042
H 4.9816 5.8794 0.2900
H -0.0465 -2.2449 -5.2099
H -8.9400 7.0885 -9.6488
H -5.0200 -1.1072 -4.5466
H 5.4675 1.5914 2.1163
*
```

These are the Mulliken partial charges, in e, on atoms 1 to 2:
1 S 1.21
2 S 0.99


No. 2
Computed, not measured: a 2-piece molecular cluster, CH2Cl3OPS2 overall, with the ωB97M-V functional and the def2-TZVPD basis.

## Properties
ΔE to the lowest compared entry with this formula, charge and spin: 92.8 kcal per mole
HOMO-LUMO gap (alpha / beta): 6.41 / 6.39 eV

Structure (ORCA input):
```
! wB97M-V def2-TZVPD RIJCOSX def2/J DEFGRID3
* xyz 0 1
Cl -1.3024 -1.4221 -1.4308
Cl -2.2780 -0.7445 1.4226
Cl -2.0804 1.2583 -0.7916
S 0.4917 1.6628 1.5894
S 2.7134 -2.6883 -0.0719
P 0.3901 -0.1228 0.6281
O 1.2445 0.1473 -0.6958
C -1.3588 -0.1181 -0.0339
H 0.3839 2.5713 0.4709
H 1.7962 -0.5439 -1.0870
*
```

These are the Mulliken partial charges, in e, on atoms 1 to 2:
1 Cl -0.17
2 Cl -0.12


No. 3
Computed, not measured: a 2-piece molecular cluster, C3H7INO overall, with the ωB97M-V functional and the def2-TZVPD basis.

## Properties
ΔE to the lowest compared entry with this formula, charge and spin: 62.4 kcal per mole
HOMO-LUMO gap: 6.11 eV

Structure (ORCA input):
```
! wB97M-V def2-TZVPD RIJCOSX def2/J DEFGRID3
* xyz 1 1
I 4.0172 0.4059 -0.4841
O 0.0433 -1.6837 0.0829
N 0.5088 0.2546 1.1601
C -0.0755 -0.5414 0.3186
C -2.4648 -0.0747 0.0129
C -1.2641 0.2705 -0.5051
H 0.4158 1.2326 1.1202
H -0.9859 -0.2930 -1.4114
H -3.2607 0.5646 0.5606
H 1.4687 -0.1188 1.2694
H -0.9181 1.2979 -0.5919
H -2.5688 -1.2432 -0.0207
H 5.0840 -0.0712 -1.5117
*
```

These are the Mulliken partial charges, in e, on atoms 1 to 2:
1 I -0.09
2 O -0.42


No. 4
Computed, not measured: one molecule with the formula C2H6FNS, with the ωB97M-V functional and the def2-TZVPD basis.

## Properties
ΔE to the lowest compared entry with this formula, charge and spin: 160.7 kcal per mole
HOMO-LUMO gap: 7.82 eV

Structure (ORCA input):
```
! wB97M-V def2-TZVPD RIJCOSX def2/J DEFGRID3
* xyz 0 1
S 0.4271 -0.0455 -0.6615
F -0.3685 -0.1651 -2.1335
N 1.2315 1.3214 1.4663
C -1.1874 -0.9134 -1.3135
C 0.7329 0.2017 0.9288
H -1.3811 -0.3625 -0.3839
H -0.6986 -1.8669 -1.0770
H -2.1388 -1.1099 -1.8233
H 1.4493 2.1050 0.8661
H 1.3975 1.4094 2.4573
H 0.5363 -0.5743 1.6742
*
```

These are the Mulliken partial charges, in e, on atoms 1 to 2:
1 S -0.65
2 F 0.04


No. 5
Computed, not measured: a 2-piece molecular cluster, C5H11NO overall, with the ωB97M-V functional and the def2-TZVPD basis.

## Properties
SMILES: CC(C)N=C=O.C
ΔE to the lowest compared entry with this formula, charge and spin: 31.0 kcal per mole
HOMO-LUMO gap: 11.26 eV

Structure (ORCA input):
```
! wB97M-V def2-TZVPD RIJCOSX def2/J DEFGRID3
* xyz 0 1
O 0.8629 -0.3929 1.5893
N 0.2928 0.1030 -0.6724
C -1.6506 -1.4675 -0.1303
C 3.1739 0.5139 -0.2715
C 0.6318 -0.1448 0.4748
C -1.8507 0.9876 0.3972
C -1.2228 -0.0520 -0.5388
H 3.4472 1.4317 -0.7932
H -2.9370 0.9766 0.2602
H -1.5111 0.1459 -1.5626
H -2.7245 -1.5789 -0.3087
H -1.1217 -2.2310 -0.7072
H -1.4833 1.9948 0.1837
H 2.7754 0.7685 0.7148
H 2.4257 -0.0006 -0.8754
H -1.6554 0.7719 1.4577
H -1.4769 -1.6700 0.9364
H 4.0244 -0.1562 -0.1539
*
```

These are the Mulliken partial charges, in e, on atoms 1 to 2:
1 O -0.47
2 N -0.57